No. 1
The following is a DFT calculation (ωB97M-V/def2-TZVPD) of one molecule with the formula C30H35NO.

```
67
Properties=species:S:1:pos:R:3:nbo_charge:R:1
C -2.037 0.259 4.245 -0.60
C -1.700 -0.419 2.915 -0.07
C -2.113 -1.888 2.995 -0.61
C -2.521 0.245 1.804 -0.60
C -0.141 -0.268 2.638 -0.01
C 0.690 -1.368 2.427 -0.21
C 2.026 -1.213 2.110 -0.25
C 2.636 0.055 1.952 0.29
O 4.007 0.102 1.720 -0.59
C 1.798 1.169 2.240 -0.22
C 0.444 0.991 2.555 -0.22
H -1.799 1.324 4.211 0.20
H -3.096 0.162 4.512 0.21
H -1.456 -0.203 5.048 0.21
H -1.913 -2.412 2.061 0.21
H -1.597 -2.399 3.807 0.21
H -3.181 -2.002 3.194 0.21
H -2.297 -0.187 0.825 0.21
H -3.595 0.108 1.966 0.21
H -2.345 1.321 1.746 0.21
H 0.281 -2.369 2.549 0.22
H 2.592 -2.121 1.920 0.21
H 2.145 2.201 2.150 0.21
H -0.208 1.850 2.768 0.21
C 5.222 3.703 1.758 -0.59
C 6.188 2.809 2.511 -0.12
C 7.241 3.748 3.103 -0.61
C 5.537 1.944 3.576 -0.61
C 6.844 1.822 1.573 0.34
N 8.168 1.789 1.417 -0.54
C 8.570 0.752 0.596 0.09
C 7.400 0.033 0.233 0.00
C 7.577 -1.041 -0.660 -0.21
C 8.822 -1.220 -1.301 -0.23
C 9.928 -0.406 -0.993 -0.23
C 9.804 0.584 -0.011 -0.23
C 6.285 0.779 0.835 -0.24
C 4.823 0.685 0.485 0.09
C 4.551 -0.157 -0.784 0.03
C 5.184 0.314 -1.950 -0.22
C 4.935 -0.309 -3.165 -0.21
C 4.004 -1.354 -3.246 -0.03
C 3.665 -1.938 -4.579 -0.63
C 3.450 -1.871 -2.057 -0.20
C 3.755 -1.303 -0.810 -0.23
H 4.392 3.135 1.333 0.21
H 4.810 4.473 2.420 0.21
H 5.766 4.227 0.962 0.21
H 8.003 3.242 3.703 0.21
H 7.740 4.365 2.338 0.21
H 6.717 4.454 3.758 0.22
H 6.321 1.406 4.118 0.21
H 4.949 2.560 4.258 0.20
H 4.894 1.190 3.122 0.26
H 8.798 2.439 1.853 0.41
H 6.737 -1.712 -0.899 0.22
H 8.916 -2.019 -2.049 0.21
H 10.846 -0.537 -1.537 0.21
H 10.627 1.244 0.223 0.21
H 4.523 1.749 0.107 0.21
H 5.900 1.136 -1.925 0.22
H 5.422 0.051 -4.070 0.21
H 2.821 -2.620 -4.528 0.21
H 3.406 -1.166 -5.296 0.22
H 4.494 -2.480 -5.029 0.22
H 2.726 -2.695 -2.094 0.21
H 3.424 -1.735 0.146 0.23
```

Properties
Energy relative to the best compared isomer or geometry (same formula, charge and spin) (kcal/mol): 0.0
Total charge: 0
SMILES: Cc1ccc([C@@H](Oc2ccc(C(C)(C)C)cc2)c2c(C(C)(C)C)[nH]c3ccccc23)cc1

---

No. 2
The following is a DFT calculation (ωB97M-V/def2-TZVPD) of a 2-piece molecular cluster, C30H36BFN4O6S3 overall.

```
81
Properties=species:S:1:pos:R:3:mulliken_charge:R:1
C 1.436 4.059 0.378 -0.74
C 1.135 3.492 -1.127 -0.38
C 1.595 1.923 -1.085 1.15
C 3.196 1.934 -1.154 -0.72
N 3.852 0.586 -1.093 -0.04
C 2.927 -0.498 -0.759 -0.86
C 2.394 -1.486 -1.864 0.71
C 2.821 -1.359 -3.421 -1.20
C 1.554 -0.921 -4.313 0.21
S 2.169 0.083 -5.787 -0.19
C 1.877 1.831 -5.216 0.43
N 0.706 2.442 -4.663 -0.09
N 1.130 3.729 -4.421 -0.39
C 2.502 3.899 -4.819 0.02
O 3.014 2.667 -5.331 -0.24
C 1.430 -2.683 -1.541 -0.71
C 0.985 -2.873 -0.075 0.70
C 1.482 -1.914 1.079 -1.15
C 2.448 -0.759 0.724 0.55
B 2.979 0.261 1.900 0.64
O 4.263 0.948 1.818 -0.49
O 2.173 0.557 3.050 -0.15
C 2.957 1.017 4.187 -0.77
N 1.053 -2.116 2.478 0.81
O 1.673 -3.257 2.977 -0.52
C -0.413 -2.237 2.613 -0.27
C -1.151 -1.353 3.639 -0.36
C -2.721 -1.454 3.806 0.28
C -3.375 -0.455 4.863 -0.71
C -3.070 1.056 4.310 -0.41
C -3.200 1.172 2.705 -0.70
C -3.476 -2.493 2.948 -0.64
C -2.764 -3.416 1.888 0.42
S -3.625 -4.658 0.845 1.21
O -3.254 -4.437 -0.589 -0.57
O -5.113 -4.634 1.024 -0.60
F -3.034 -6.200 1.251 -0.28
C -1.236 -3.253 1.724 0.13
S -0.201 -4.204 0.493 -0.33
H 1.775 3.216 1.095 0.01
H 2.315 4.812 0.381 0.26
H 0.524 4.550 0.856 0.30
H 1.752 4.090 -1.882 0.14
H 0.007 3.570 -1.272 0.37
H 1.165 1.521 -0.099 -0.01
H 1.089 1.425 -1.981 -0.82
H 3.468 2.378 -2.191 0.30
H 3.657 2.639 -0.378 0.19
H 4.427 0.380 -1.917 0.46
H 3.168 -2.403 -3.778 0.39
H 3.734 -0.677 -3.543 0.21
H 1.017 -1.870 -4.644 0.43
H 0.902 -0.244 -3.647 -0.47
H 3.177 4.809 -4.743 0.34
H 1.041 -3.385 -2.359 0.26
H 4.987 0.306 1.658 0.31
H 3.861 0.356 4.412 0.28
H 3.257 2.111 3.959 0.26
H 2.244 1.009 5.098 0.19
H 2.016 -2.963 3.851 0.33
H -0.537 -0.609 4.242 0.26
H -4.507 -0.539 4.968 0.32
H -2.808 -0.585 5.854 0.26
H -3.776 1.835 4.757 0.41
H -1.963 1.280 4.555 0.18
H -3.343 2.273 2.380 0.34
H -2.220 0.820 2.200 0.09
H -4.068 0.532 2.308 0.22
H -4.618 -2.574 3.076 0.31
C -2.112 0.417 -2.641 -0.26
C -2.016 -0.902 -2.204 -0.37
C -3.156 -1.582 -1.784 -0.18
C -4.394 -0.946 -1.809 -0.69
C -4.490 0.372 -2.249 -0.33
C -3.349 1.054 -2.660 -0.74
H -1.222 0.948 -2.965 0.49
H -1.051 -1.400 -2.191 0.38
H -3.079 -2.608 -1.437 0.61
H -5.283 -1.477 -1.486 0.43
H -5.455 0.867 -2.270 0.38
H -3.423 2.083 -2.998 0.41
```

Properties
Total charge: 0
Calculated total energy (eV): -85825.998
SMILES: CCCCNc1c(CCSc2nnco2)cc2c(c1B(O)OC)N(O)c1cc(CCC)cc(S(=O)(=O)F)c1S2.c1ccccc1

---

No. 3
The following is a DFT calculation (ωB97M-V/def2-TZVPD) of C30H36Br2NO3W as an isolated structure.

```
73
Properties=species:S:1:pos:R:3:lowdin_spin:R:1
W 1.648 0.876 -0.044 1.69
C -4.063 -2.814 -3.299 0.00
C -4.048 -2.936 -1.768 0.00
C -5.463 -2.689 -1.249 0.00
C -3.620 -4.356 -1.370 0.00
C -3.048 -1.937 -1.188 0.00
C -1.717 -1.976 -1.602 0.00
C -0.856 -1.074 -1.041 0.01
Br 0.977 -1.084 -1.616 0.03
C -1.183 -0.113 -0.095 0.01
O -0.211 0.716 0.409 0.07
C -2.503 -0.048 0.325 0.00
C -3.386 -0.976 -0.245 0.00
C -3.087 0.948 1.350 0.00
C -4.198 1.768 0.664 0.00
C -2.072 1.946 1.918 0.00
C -3.677 0.161 2.533 0.00
H -4.803 -3.501 -3.718 0.00
H -3.094 -3.067 -3.740 0.00
H -4.324 -1.799 -3.611 0.00
H -6.140 -3.418 -1.700 0.00
H -5.825 -1.691 -1.514 0.00
H -5.526 -2.809 -0.164 0.00
H -4.313 -5.088 -1.792 0.00
H -3.618 -4.473 -0.282 0.00
H -2.618 -4.593 -1.739 0.00
H -1.366 -2.688 -2.341 0.00
H -4.415 -0.930 0.081 0.00
H -3.803 2.315 -0.196 0.00
H -4.609 2.494 1.372 0.00
H -5.022 1.141 0.317 0.00
H -1.645 2.575 1.134 0.00
H -1.263 1.448 2.456 0.00
H -2.597 2.597 2.621 0.00
H -4.477 -0.515 2.225 0.00
H -4.095 0.857 3.265 0.00
H -2.904 -0.433 3.029 0.00
C 1.142 3.565 1.247 0.01
N 2.239 2.546 1.284 0.01
C 3.495 3.189 0.800 0.01
C 2.458 2.063 2.690 0.01
C 2.557 0.566 2.757 0.00
C 2.698 -0.061 3.986 0.00
C 2.789 -1.444 4.046 0.00
C 2.736 -2.206 2.881 0.00
C 2.583 -1.577 1.659 0.01
C 2.482 -0.182 1.577 0.01
H 1.425 4.430 1.847 0.00
H 0.231 3.127 1.643 0.00
H 0.980 3.878 0.219 0.00
H 3.729 4.041 1.436 0.00
H 3.365 3.529 -0.219 0.00
H 4.311 2.474 0.853 0.00
H 1.648 2.430 3.317 0.00
H 3.376 2.513 3.062 0.00
H 2.738 0.527 4.898 0.00
H 2.900 -1.933 5.008 0.00
H 2.807 -3.285 2.930 0.00
H 2.534 -2.180 0.762 0.00
Br 7.273 -1.726 -2.819 0.00
C 5.834 -0.519 -2.776 0.00
C 5.146 -0.340 -1.590 0.01
C 4.095 0.555 -1.588 0.01
C 3.703 1.255 -2.714 0.01
C 4.416 1.065 -3.887 0.00
C 5.482 0.178 -3.924 0.01
C 2.527 2.178 -2.697 0.01
O 2.219 2.874 -3.612 0.01
O 1.844 2.169 -1.525 0.05
H 5.435 -0.877 -0.697 0.00
H 3.621 0.707 -0.633 0.01
H 4.111 1.619 -4.767 0.00
H 6.037 0.021 -4.839 0.00
```

Properties
2S+1: 3
Total charge: +1
Calculated total energy (eV): -181232.389